Entry from the Open Molecules 2025 dataset: a cluster of 11 separate species, C45H119N13O18 in total (ωB97M-V/def2-TZVPD).

Last columns: bonded neighbours and bond lengths (Å).
CARTESIAN COORDINATES (ANGSTROEM)
1 O -3.4597 8.2387 -0.0219  C44 1.467, C53 1.432
2 O 4.3539 1.0213 3.4124  C46 1.404, C62 1.423
3 O -0.9112 2.5143 -0.1231  C36 1.436, C70 1.385
4 O -4.7789 4.2234 2.0790  C39 1.418, C40 1.416
5 O -5.1074 -1.9861 2.1069  C37 1.470, C74 1.449
6 O 5.2418 2.2048 -0.4777  C45 1.423, C76 1.424
7 O 4.0740 -0.3383 -5.1060  C64 1.388, C75 1.417
8 O -2.1725 -2.7580 -1.8076  C69 1.420, C72 1.413
9 O 1.7329 -1.9370 -1.8071  C35 1.451, C67 1.431
10 O 3.2709 -3.6871 1.9226  C49 1.425, C63 1.385
11 O 0.8378 4.4774 1.9608  C47 1.412, C61 1.449
12 O -2.5897 0.5796 -1.7073  C43 1.209
13 O 0.0166 -3.2331 -8.1761  C57 1.206
14 O -1.6732 -1.1802 4.5502  C51 1.387, C71 1.429
15 O 0.6269 -7.2098 0.3236  C32 1.429, C68 1.431
16 O 0.9723 -4.1438 -5.3998  C52 1.400, C54 1.373
17 O 0.0331 4.4506 5.8083  C33 1.228
18 O 0.7294 -0.1279 5.5090  H117 0.972, H144 1.001
19 N 4.9239 1.8979 -3.3819  C34 1.456, C65 1.431, H107 1.013
20 N 0.7329 -4.9967 -2.5863  C38 1.471, C42 1.471, H84 1.016
21 N -1.7793 5.7176 0.5498  C58 1.434, C60 1.475, H111 1.011
22 N -3.8306 1.8311 -0.1999  C43 1.376, H135 0.995, H137 0.941
23 N -3.6730 -0.5359 -0.1333  C43 1.409, H166 1.039, H173 1.013
24 N 0.3149 2.6777 4.3798  C33 1.357, H133 1.021, H189 1.020
25 N -0.7469 -1.1701 -8.6798  C57 1.350, H109 1.022, H139 0.980
26 N -4.1121 -3.8788 -0.0677  C55 1.469, C56 1.416, H156 0.960
27 N 0.2499 -1.6395 -6.5284  C57 1.474, H102 1.045, H105 1.034
28 N -3.7644 1.7137 3.3723  C48 1.433, C59 1.490, H83 1.044
29 N -0.3205 2.4254 6.6071  C33 1.364, H125 1.005, H128 1.003
30 N 2.9896 -1.4399 3.9889  C41 1.427, C66 1.428, H123 0.992
31 N 0.4932 0.8836 -2.2904  C50 1.442, C73 1.439, H116 1.000
32 C 0.1195 -6.3166 -0.6702  O15 1.429, C38 1.468, H126 1.081, H182 1.085
33 C -0.0409 3.2508 5.5575  O17 1.228, N24 1.357, N29 1.364
34 C 4.6777 2.0308 -4.8104  N19 1.456, C64 1.484, H108 1.094, H158 1.109
35 C 2.3095 -0.7933 -2.4894  O9 1.451, C73 1.498, H87 1.066, H152 1.092
36 C 0.2325 2.9485 -0.8757  O3 1.436, C50 1.472, H82 1.080, H106 1.147
37 C -5.2659 -3.4479 2.1063  O5 1.470, C55 1.497, H115 1.117, H118 1.107
38 C 1.2304 -5.6659 -1.3749  N20 1.471, C32 1.468, H168 1.080, H195 1.181
39 C -5.5929 4.5150 0.9558  O4 1.418, H77 1.031, H80 1.102, H120 1.090
40 C -5.4452 3.5334 3.1202  O4 1.416, C48 1.504, H91 1.096, H167 1.105
41 C 3.0300 -0.8643 2.6836  N30 1.427, C46 1.544, H132 1.093, H138 1.120
42 C 0.6076 -5.8577 -3.7729  N20 1.471, C52 1.488, H103 1.070, H193 1.114
43 C -3.2750 0.6832 -0.7167  O12 1.209, N22 1.376, N23 1.409
44 C -2.7680 7.3759 -0.9860  O1 1.467, C58 1.526, H85 1.063, H104 1.077
45 C 5.7726 3.1196 -1.4298  O6 1.423, C65 1.520, H142 1.147, H188 1.147
46 C 3.1501 0.6722 2.7793  O2 1.404, C41 1.544, H146 1.074, H181 1.126
47 C 0.2741 5.7602 2.1379  O11 1.412, C60 1.558, H92 1.089, H141 1.149
48 C -4.4390 2.8216 3.9820  N28 1.433, C40 1.504, H78 1.083, H124 1.110
49 C 3.9869 -4.6883 1.2039  O10 1.425, H81 1.083, H101 1.105, H165 1.094
50 C 1.0845 1.8910 -1.4441  N31 1.442, C36 1.472, H131 1.137, H176 1.130
51 C -2.3426 -0.2924 3.7207  O14 1.387, C59 1.601, H98 1.110, H150 1.117
52 C 0.0876 -5.1392 -4.9680  O16 1.400, C42 1.488, H148 1.020, H157 1.110
53 C -4.5492 8.9475 -0.6236  O1 1.432, H171 1.097, H180 1.033, H191 1.120
54 C 2.0507 -4.6265 -6.0994  O16 1.373, H129 1.129, H159 1.087, H161 1.068
55 C -4.1318 -4.1052 1.3837  N26 1.469, C37 1.497, H114 1.098, H163 1.147
56 C -3.2343 -4.6938 -0.8226  N26 1.416, C72 1.515, H90 1.099, H184 1.095
57 C -0.1445 -2.0755 -7.8804  O13 1.206, N25 1.350, N27 1.474
58 C -1.5175 6.8528 -0.2857  N21 1.434, C44 1.526, H88 1.048, H110 1.050
59 C -3.2860 0.7862 4.4352  N28 1.490, C51 1.601, H95 1.120, H179 1.123
60 C -1.2693 5.6996 1.9340  N21 1.475, C47 1.558, H149 1.053, H153 1.070
61 C 2.2859 4.4425 1.9984  O11 1.449, H121 1.121, H145 1.153, H194 1.059
62 C 4.2937 2.2908 4.0527  O2 1.423, H93 1.094, H147 1.067, H183 1.070
63 C 3.5080 -3.8389 3.2786  O10 1.385, C66 1.524, H134 1.121, H136 1.083
64 C 4.9141 0.7121 -5.4481  O7 1.388, C34 1.484, H154 1.071, H162 1.101
65 C 4.8927 3.1381 -2.6688  N19 1.431, C45 1.520, H79 1.108, H130 1.099
66 C 2.6573 -2.8280 4.0374  N30 1.428, C63 1.524, H97 1.136, H119 1.130
67 C 1.3765 -1.7396 -0.4354  O9 1.431, H122 1.099, H151 1.119, H155 1.103
68 C -0.3917 -7.7445 1.1754  O15 1.431, H99 1.054, H169 1.117, H178 1.090
69 C -1.4220 -2.2411 -2.8960  O8 1.420, H112 1.080, H170 1.103, H187 1.093
70 C -0.5453 1.7113 0.9443  O3 1.385, H127 1.065, H172 1.092, H192 1.146
71 C -2.4304 -2.3303 4.9326  O14 1.429, H94 1.113, H143 1.098, H190 1.087
72 C -2.8130 -3.9847 -2.0937  O8 1.413, C56 1.515, H164 1.077, H175 1.068
73 C 1.3114 0.0922 -3.1712  N31 1.439, C35 1.498, H177 1.118, H185 1.108
74 C -6.2014 -1.2896 2.7530  O5 1.449, H96 1.105, H100 1.082, H174 1.077
75 C 4.3799 -1.4872 -5.8761  O7 1.417, H113 1.068, H140 1.074, H160 1.059
76 C 6.1328 1.8183 0.5638  O6 1.424, H86 1.061, H89 1.128, H186 1.082
77 H -5.0164 4.9591 0.2251  C39 1.031
78 H -3.7970 3.5759 4.4210  C48 1.083
79 H 5.2881 3.9317 -3.3330  C65 1.108
80 H -6.4286 5.1616 1.2683  C39 1.102
81 H 3.6474 -4.7683 0.1781  C49 1.083
82 H -0.2136 3.4638 -1.7139  C36 1.080
83 H -3.0865 1.9119 2.6035  N28 1.044
84 H 1.2739 -4.1756 -2.8428  N20 1.016
85 H -3.3200 6.5352 -1.3318  C44 1.063
86 H 6.9320 1.2476 0.1624  C76 1.061
87 H 2.8661 -0.1981 -1.8022  C35 1.066
88 H -0.7989 6.5953 -1.0037  C58 1.048
89 H 6.6989 2.6637 1.0510  C76 1.128
90 H -3.8255 -5.5985 -1.0196  C56 1.099
91 H -6.0609 4.2283 3.7017  C40 1.096
92 H 0.6881 6.5208 1.4775  C47 1.089
93 H 4.3417 3.1645 3.3961  C62 1.094
94 H -2.6077 -2.9175 4.0043  C71 1.113
95 H -2.7366 1.3470 5.2334  C59 1.120
96 H -7.1389 -1.8615 2.6283  C74 1.105
97 H 2.6707 -3.1260 5.1335  C66 1.136
98 H -2.9949 -0.9326 3.0915  C51 1.110
99 H -0.9886 -8.5213 0.7871  C68 1.054
100 H -6.1478 -1.3280 3.8330  C74 1.082
101 H 5.0558 -4.4238 1.1076  C49 1.105
102 H 0.4624 -0.6393 -6.3146  N27 1.045
103 H 0.0082 -6.7072 -3.5197  C42 1.070
104 H -2.4593 7.9093 -1.8692  C44 1.077
105 H 0.6457 -2.3310 -5.8695  N27 1.034
106 H 0.9064 3.7145 -0.3508  C36 1.147
107 H 4.4752 1.1394 -2.8830  N19 1.013
108 H 5.5258 2.6137 -5.1827  C34 1.094
109 H -1.1641 -1.5830 -9.5170  N25 1.022
110 H -1.0944 7.6464 0.2556  C58 1.050
111 H -1.5633 4.8231 0.1307  N21 1.011
112 H -0.9949 -1.2980 -2.5890  C69 1.080
113 H 3.8885 -1.5008 -6.8241  C75 1.068
114 H -3.1808 -3.9602 1.9125  C55 1.098
115 H -6.3062 -3.5829 1.7216  C37 1.117
116 H -0.5057 0.9299 -2.2902  N31 1.000
117 H 1.4013 -0.7057 5.1102  O18 0.972
118 H -5.3155 -3.7875 3.1592  C37 1.107
119 H 1.5813 -3.0188 3.7512  C66 1.130
120 H -5.9872 3.6086 0.4962  C39 1.090
121 H 2.6066 3.3864 1.8013  C61 1.121
122 H 0.4843 -1.1001 -0.4857  C67 1.099
123 H 3.9022 -1.2666 4.3366  N30 0.992
124 H -5.1729 2.4500 4.7269  C48 1.110
125 H -0.1768 1.4381 6.4864  N29 1.005
126 H -0.5275 -6.8548 -1.3491  C32 1.081
127 H 0.3353 2.0418 1.4432  C70 1.065
128 H -0.4108 2.8606 7.5058  N29 1.003
129 H 1.6555 -5.2444 -6.9580  C54 1.129
130 H 3.8694 3.4807 -2.4597  C65 1.099
131 H 1.9145 2.4057 -2.0254  C50 1.137
132 H 2.0295 -1.0450 2.2815  C41 1.093
133 H 0.4142 1.6659 4.2807  N24 1.021
134 H 3.3420 -4.8754 3.6712  C63 1.121
135 H -4.3791 1.8198 0.6302  N22 0.995
136 H 4.5553 -3.6420 3.4716  C63 1.083
137 H -3.3364 2.6105 -0.3849  N22 0.941
138 H 3.8102 -1.3310 2.0300  C41 1.120
139 H -0.8650 -0.2109 -8.5198  N25 0.980
140 H 5.4349 -1.5839 -6.0527  C75 1.074
141 H 0.4676 6.0623 3.2293  C47 1.149
142 H 5.9150 4.1473 -0.9409  C45 1.147
143 H -3.4287 -2.1515 5.3545  C71 1.098
144 H -0.1498 -0.5373 5.2600  O18 1.001
145 H 2.7501 5.1238 1.1929  C61 1.153
146 H 2.2885 1.0668 3.2849  C46 1.074
147 H 5.1500 2.3348 4.6874  C62 1.067
148 H -0.7613 -4.6545 -4.6758  C52 1.020
149 H -1.5929 4.7564 2.2736  C60 1.053
150 H -1.5827 0.2818 3.1363  C51 1.117
151 H 2.2377 -1.2233 0.0581  C67 1.119
152 H 2.9473 -1.1892 -3.2824  C35 1.092
153 H -1.7902 6.4323 2.5146  C60 1.070
154 H 4.8745 0.9292 -6.4966  C64 1.071
155 H 1.2263 -2.7138 0.0587  C67 1.103
156 H -4.0430 -2.9680 -0.3623  N26 0.960
157 H -0.1782 -5.8976 -5.7343  C52 1.110
158 H 3.7019 2.4540 -5.1240  C34 1.109
159 H 2.6851 -5.2892 -5.5159  C54 1.087
160 H 4.0827 -2.3529 -5.3441  C75 1.059
161 H 2.6407 -3.8130 -6.4601  C54 1.068
162 H 5.9453 0.3327 -5.3767  C64 1.101
163 H -4.1666 -5.2514 1.4266  C55 1.147
164 H -3.6671 -3.8003 -2.7232  C72 1.077
165 H 3.8711 -5.6727 1.6674  C49 1.094
166 H -3.2920 -1.2793 -0.7511  N23 1.039
167 H -6.2305 2.8480 2.7526  C40 1.105
168 H 1.6294 -4.9414 -0.6811  C38 1.080
169 H -1.0414 -6.8807 1.4552  C68 1.117
170 H -2.0430 -2.2309 -3.8076  C69 1.103
171 H -4.2569 9.5407 -1.4982  C53 1.097
172 H -0.3591 0.6659 0.6877  C70 1.092
173 H -4.4251 -0.7215 0.5194  N23 1.013
174 H -6.2294 -0.2905 2.3518  C74 1.077
175 H -2.0772 -4.5679 -2.6037  C72 1.068
176 H 1.7410 1.5283 -0.5991  C50 1.130
177 H 0.5976 -0.4627 -3.8285  C73 1.118
178 H 0.1190 -8.1341 2.0565  C68 1.090
179 H -4.1930 0.3729 4.9516  C59 1.123
180 H -5.0647 9.5383 0.0490  C53 1.033
181 H 3.1565 1.1635 1.7662  C46 1.126
182 H -0.5403 -5.5520 -0.2748  C32 1.085
183 H 3.4564 2.4227 4.7052  C62 1.070
184 H -2.3517 -5.0171 -0.2611  C56 1.095
185 H 1.8773 0.6725 -3.9268  C73 1.108
186 H 5.5638 1.3242 1.3395  C76 1.082
187 H -0.5547 -2.8690 -3.1136  C69 1.093
188 H 6.8272 2.7078 -1.6157  C45 1.147
189 H 0.2907 3.2981 3.5707  N24 1.020
190 H -1.8230 -2.8815 5.6457  C71 1.087
191 H -5.2208 8.1168 -0.9602  C53 1.120
192 H -1.3518 1.7376 1.7578  C70 1.146
193 H 1.6011 -6.1941 -4.1489  C42 1.114
194 H 2.6523 4.7782 2.9331  C61 1.059
195 H 2.0751 -6.4684 -1.5672  C38 1.181

Values from the calculation:
Total charge = 0
LUMO level = 0.48 eV
ΔE to the lowest compared entry with this formula, charge and spin = 0.0 kJ/mol
Orbital gap = 8.28 eV

Results of the Löwdin charge analysis, in e, for atoms 1 through 2: O -0.190; O -0.186